78
Properties=species:S:1:pos:R:3:forces:R:3:lowdin_charge:R:1 method="wB97M-V/def2-TZVPD" homo_ev=-7.0 molar_mass_g_mol=756.25 gap_ev=6.64 lumo_ev=-0.4
Rh 0.4495 0.4086 0.1292 -0.414 0.249 0.103 0.11
S 6.8103 -1.7568 2.7420 0.011 -0.049 -0.062 0.54
C 5.3704 -1.2889 2.1223 -0.021 0.116 0.154 -1.51
S 5.1792 0.0765 1.0686 -0.001 -0.035 -0.055 0.90
C 3.4439 -0.0210 0.8957 -0.012 0.008 -0.005 -1.12
C 2.8274 -1.0013 1.5790 -0.007 0.005 0.013 -1.12
S 1.1059 -1.2244 1.5440 0.040 -0.062 -0.039 0.58
S 3.8637 -2.0561 2.5099 -0.005 -0.043 -0.055 0.90
S 2.5833 1.0487 -0.1682 0.153 0.016 -0.020 0.58
C -2.8977 -1.0350 -2.1535 -0.008 -0.024 0.041 -0.22
Si -1.5023 -2.2358 -1.7399 0.007 0.015 -0.029 0.35
C -1.8505 -3.1422 -0.1241 -0.015 0.001 -0.012 -0.21
C -1.5689 -3.5714 -3.0674 0.001 -0.004 -0.006 -0.21
Si 0.5821 -1.1249 -1.7175 0.015 0.012 -0.063 0.40
Si 0.7934 0.0558 -3.7647 0.038 0.011 -0.013 0.35
C 0.8694 -1.0935 -5.2572 -0.037 0.007 -0.008 -0.21
C 2.3968 1.0477 -3.8093 -0.018 -0.006 -0.008 -0.23
C -0.6859 1.1599 -4.1442 0.006 0.017 0.020 -0.22
Si 2.2275 -2.8415 -1.7640 0.010 0.003 0.013 0.36
C 1.9707 -4.1432 -0.4333 0.009 0.001 -0.001 -0.22
C 3.9930 -2.2118 -1.7505 -0.007 -0.001 -0.012 -0.19
C 2.0837 -3.8021 -3.3823 -0.033 -0.023 0.025 -0.20
H -3.8639 -1.4695 -1.8759 0.002 0.009 -0.002 0.03
H -2.9202 -0.8574 -3.2308 0.001 -0.018 -0.008 0.02
H -2.7930 -0.0621 -1.6747 0.008 0.045 0.018 0.00
H -2.8528 -3.5810 -0.1613 0.004 0.000 0.006 0.03
H -1.7791 -2.5103 0.7585 0.015 0.000 0.030 -0.01
H -1.1371 -3.9567 0.0119 0.001 -0.007 -0.016 0.02
H -2.6017 -3.9221 -3.1561 0.001 0.000 -0.002 0.04
H -0.9501 -4.4318 -2.8092 0.004 -0.003 0.003 0.02
H -1.2565 -3.2084 -4.0477 -0.007 -0.009 0.004 0.01
H 1.8251 -1.6033 -5.3577 0.021 -0.006 0.013 0.01
H 0.7312 -0.4732 -6.1486 -0.005 -0.011 -0.002 0.04
H 0.0784 -1.8451 -5.2542 0.015 -0.004 -0.006 0.02
H 3.2319 0.3653 -3.9864 0.009 0.002 0.015 0.02
H 2.6171 1.5735 -2.8819 -0.012 0.032 -0.007 -0.03
H 2.3815 1.7701 -4.6308 -0.013 -0.016 -0.015 0.04
H -1.4927 0.5337 -4.5337 -0.007 0.009 0.011 0.02
H -0.4116 1.8612 -4.9387 0.008 -0.002 -0.011 0.04
H -1.0949 1.7232 -3.3072 -0.008 -0.059 -0.084 -0.02
H 2.0291 -3.7539 0.5804 0.004 0.025 0.025 -0.02
H 2.7331 -4.9191 -0.5502 -0.001 0.002 -0.003 0.04
H 0.9947 -4.6195 -0.5543 0.002 -0.008 0.001 0.02
H 4.2529 -1.6563 -0.8535 0.006 -0.012 0.025 -0.02
H 4.1698 -1.5604 -2.6101 0.003 0.013 0.015 0.03
H 4.6746 -3.0637 -1.8308 -0.001 0.001 -0.011 0.04
H 1.0769 -4.1569 -3.5984 -0.003 0.009 -0.015 0.01
H 2.7299 -4.6799 -3.2813 -0.010 -0.006 -0.004 0.04
H 2.4361 -3.2386 -4.2429 0.022 0.035 -0.015 0.01
C -1.1382 5.6744 4.3782 0.000 0.000 0.001 -0.05
C -0.9517 4.8831 3.1137 -0.001 0.000 -0.002 -0.27
C -1.9926 4.7198 2.2068 0.002 0.002 0.001 -0.03
C -1.8226 3.9766 1.0462 0.008 0.000 0.003 -0.07
C -0.5937 3.3914 0.7962 -0.025 0.010 -0.012 -0.37
C 0.4634 3.5312 1.6880 0.000 -0.014 -0.009 -0.07
C 0.2763 4.2823 2.8343 0.009 -0.003 -0.002 -0.03
S -0.4421 2.4183 -0.6993 0.112 -0.223 0.054 0.75
C 0.6223 3.4898 -1.6484 0.033 -0.001 0.010 -0.20
O -1.7743 2.4201 -1.3322 -0.028 0.029 0.046 -0.47
H -2.0959 6.1925 4.3841 0.000 0.000 0.000 0.08
H -0.3474 6.4162 4.4946 -0.001 0.000 0.000 0.08
H -1.1021 5.0207 5.2515 0.001 0.000 0.000 0.09
H -2.9512 5.1839 2.4066 -0.001 0.000 0.001 0.11
H -2.6256 3.8467 0.3323 0.000 0.001 -0.003 0.11
H 1.4141 3.0494 1.4940 0.008 -0.007 -0.004 0.07
H 1.0974 4.3970 3.5318 -0.001 0.000 0.000 0.12
H 0.1315 4.4587 -1.7207 -0.006 -0.003 -0.001 0.08
H 0.7404 3.0358 -2.6297 0.017 -0.002 -0.007 0.04
H 1.5850 3.5643 -1.1437 -0.004 0.004 -0.001 0.05
C -4.2761 1.0584 2.5446 -0.003 -0.004 0.001 -0.08
C -3.9124 -0.1511 1.6796 -0.020 0.033 -0.015 -0.18
C -2.5679 -0.0305 1.1314 -0.019 -0.010 -0.022 -0.14
N -1.5141 0.0639 0.7015 0.146 -0.053 0.021 0.06
H -5.2839 0.9355 2.9364 -0.002 0.001 -0.001 0.08
H -4.2386 1.9759 1.9595 -0.001 -0.002 -0.001 0.07
H -3.5871 1.1576 3.3819 0.000 0.001 0.001 0.08
H -4.5974 -0.2598 0.8367 0.004 0.001 -0.002 0.13
H -3.9488 -1.0793 2.2525 0.001 0.001 -0.002 0.13